Entry 1:
The following is a quantum chemistry calculation of 12 unconnected molecules or ions with the total composition C22H66F6O11P at a distorted geometry, from the Open Molecules 2025 dataset.

CARTESIAN COORDINATES (ANGSTROEM)
H: 29.374 -2.750 14.583
H: 32.975 -0.725 3.086
C: 20.319 -3.837 9.944
H: 31.024 0.811 5.698
H: 23.925 7.990 8.185
H: 32.344 2.314 8.682
H: 30.956 -0.927 6.986
H: 19.074 -2.429 2.025
H: 26.780 -5.004 1.499
H: 30.695 -1.931 5.644
C: 25.554 -7.293 10.409
O: 27.742 -2.770 2.644
H: 23.760 3.786 6.316
O: 29.962 -3.277 14.037
O: 26.002 -8.372 11.190
C: 31.842 3.256 8.462
C: 27.530 -4.615 4.181
H: 28.824 2.316 8.396
H: 30.710 -2.835 10.797
F: 24.681 -0.490 7.038
C: 21.199 -3.010 12.219
H: 18.524 -3.644 4.009
H: 25.147 5.258 8.537
C: 30.766 -3.416 11.717
C: 31.493 -1.407 6.168
H: 25.686 -3.694 1.325
H: 30.125 -4.293 11.629
F: 26.045 -1.354 9.854
H: 30.122 4.240 9.216
O: 29.607 2.643 7.946
H: 27.842 -4.173 5.127
H: 19.358 -2.599 5.042
H: 33.307 -2.116 4.085
H: 22.128 -2.820 11.682
H: 27.786 -0.034 4.272
H: 25.279 -4.983 2.408
C: 32.593 -1.310 3.923
H: 31.766 -3.822 11.870
C: 30.315 2.301 10.181
H: 32.042 -2.281 6.520
C: 21.716 -2.388 3.744
C: 26.111 -4.363 2.074
H: 26.906 0.334 5.448
H: 32.390 4.019 9.016
H: 31.706 -1.855 3.598
O: 19.901 -2.066 2.351
H: 21.495 2.228 8.122
H: 28.301 -3.362 2.136
H: 26.757 -8.033 11.676
H: 24.332 6.154 9.830
H: 19.746 -4.312 4.960
H: 27.662 -7.050 9.973
O: 23.098 5.617 8.288
H: 21.400 -1.562 4.381
C: 24.755 7.288 8.098
F: 24.965 -2.568 8.020
O: 19.977 -1.609 10.689
P: 25.367 -0.976 8.408
H: 26.689 -7.639 8.606
H: 30.933 -1.766 12.975
H: 19.267 -3.201 11.687
C: 24.382 6.005 8.751
H: 31.919 3.360 7.380
F: 23.957 -0.813 9.171
H: 30.967 2.677 10.970
C: 20.484 -2.987 3.239
H: 30.702 1.313 9.929
H: 29.293 2.184 10.541
H: 22.210 -2.991 4.505
H: 22.388 6.113 8.702
C: 20.160 -2.912 11.133
H: 26.095 -5.696 11.702
H: 24.474 -6.215 12.052
C: 30.197 -2.556 12.823
H: 24.655 -7.653 9.908
H: 20.486 -4.828 10.364
H: 24.916 -5.220 10.612
H: 21.117 -3.572 9.251
C: 19.534 -3.429 4.357
H: 20.795 -3.866 2.675
O: 31.474 0.521 4.901
H: 21.273 -3.982 12.708
C: 26.794 -3.629 3.239
H: 20.818 -1.330 10.320
H: 24.924 7.085 7.041
H: 22.340 -1.946 2.967
H: 21.929 0.792 7.917
H: 25.653 7.699 8.559
O: 24.002 3.208 5.592
C: 25.184 -6.071 11.238
C: 26.693 -6.985 9.478
H: 28.378 -5.023 3.633
H: 29.301 -2.049 12.464
H: 26.534 -5.965 9.129
H: 26.828 -5.411 4.431
H: 33.201 -0.207 5.659
F: 26.813 -1.239 7.687
H: 19.430 -3.864 9.313
C: 32.281 -0.553 5.187
H: 26.113 -3.027 3.841
H: 23.530 2.393 5.767
O: 21.196 1.390 7.769
O: 27.191 0.646 4.589
H: 20.964 -2.232 12.945
F: 25.833 0.589 8.729
C: 30.422 3.223 8.959

Force components x, y, z for each atom (eV/Å):
H 0.00 0.01 0.01
H -0.12 0.33 0.23
C -0.01 -0.61 0.22
H -0.11 0.13 0.04
H 0.12 0.20 0.04
H -0.03 -0.19 0.05
H 0.59 0.45 0.13
H -0.06 -0.03 -0.02
H 0.41 -0.14 0.31
H -0.30 0.32 -0.47
C -0.13 0.15 0.29
O 0.34 0.78 0.16
H -0.11 0.20 0.25
O 0.12 -0.04 -0.50
O -0.42 -0.86 1.04
C 0.56 -0.33 0.10
C -0.98 0.18 -0.36
H -0.35 -0.15 -0.28
H 0.17 -0.16 -0.08
F 0.23 0.04 -0.10
C 0.83 0.32 -0.83
H -0.08 -0.03 -0.62
H -0.48 -0.40 -0.07
C -0.81 -0.74 0.18
C -0.25 -1.92 -0.26
H 0.06 0.42 0.26
H -0.14 -0.05 -0.34
F -0.32 -0.66 -0.66
H -0.40 0.13 -0.08
O 0.13 0.47 -0.13
H 0.13 0.23 -0.23
H 0.28 0.14 0.18
H 0.30 0.12 0.33
H 0.61 0.19 0.62
H 0.16 -0.22 -0.12
H 0.01 -0.16 0.14
C 0.00 -0.92 -0.38
H 0.12 0.43 0.23
C 0.54 0.44 0.09
H 0.48 0.24 0.51
C 0.49 1.66 1.72
C -0.89 -0.08 0.27
H -0.21 -0.10 0.39
H 0.16 0.18 -0.33
H -0.28 0.31 -0.20
O -0.46 0.52 -0.16
H 0.10 0.21 0.10
H 0.30 0.18 -0.17
H 0.15 -0.16 0.20
H 0.17 -0.21 0.24
H 0.83 0.05 -0.21
H -0.08 0.05 0.12
O -0.03 -1.21 -0.55
H 0.01 0.57 -0.10
C 0.30 0.37 -0.44
F 0.38 1.35 0.80
O -0.15 0.99 0.14
P 1.11 -0.49 0.45
H 0.14 -0.10 0.09
H 0.07 0.29 0.44
H -0.72 0.13 -0.50
C -0.52 0.53 0.76
H -0.14 0.52 0.08
F -0.21 0.25 -0.05
H -0.18 0.07 0.30
C -0.39 -2.00 -0.21
H -0.11 -0.04 -0.21
H -0.01 0.17 0.09
H 0.44 -0.45 -0.62
H 0.31 0.16 0.16
C -1.12 -1.11 0.35
H 0.31 -0.09 0.30
H -0.21 -0.27 -0.31
C 0.72 0.49 -0.01
H 0.12 -0.05 -0.30
H 0.14 -0.30 -0.40
H -0.50 -0.18 -0.14
H 0.41 0.11 0.36
C -1.01 0.53 0.25
H -0.25 -0.45 -0.28
O -0.72 1.76 -1.16
H -0.19 -0.02 -0.11
C 0.51 -1.00 -0.17
H 0.17 0.32 -0.22
H 0.11 0.28 -0.06
H 0.22 -0.49 0.09
H 0.36 -0.29 0.06
H 0.05 0.17 -0.15
O 0.12 0.20 -0.23
C 0.76 0.52 0.19
C -0.58 0.94 -1.19
H 0.11 -0.18 0.15
H -0.27 -0.24 0.03
H 0.41 0.10 -0.33
H 0.14 -0.26 0.04
H 0.39 0.02 0.09
F -0.58 0.28 -0.05
H -0.23 0.06 0.27
C -0.07 -0.78 1.20
H -0.13 0.11 -0.32
H -0.06 -0.33 0.05
O -0.30 0.03 -0.15
O 0.02 0.24 -0.22
H 0.33 -0.05 0.07
F -0.66 -0.71 -0.41
C -0.17 -1.37 0.24

Summary:
Relative energy (zero: lowest compared OMol25 entry of this formula, charge and spin), kJ/mol: 287.36
Orbital gap, eV: 10.38
HOMO, eV: -8.04
Charge: -1

***

Entry 2:
The following is a quantum chemistry calculation of C5H10O in the gas phase, from the Open Molecules 2025 dataset.

CARTESIAN COORDINATES (ANGSTROEM)
C: 1.682 1.354 0.081
H: 0.615 0.439 -1.538
H: 1.356 2.368 -0.169
C: 0.675 0.338 -0.438
H: 1.981 -1.403 -0.484
H: 1.743 1.274 1.172
C: -2.541 -0.431 0.270
O: -1.222 -0.129 0.700
H: 0.256 -1.806 -0.511
H: 1.000 -1.277 0.993
C: 1.001 -1.117 -0.089
C: -0.706 0.811 -0.076
H: 2.672 1.171 -0.342
H: -3.209 0.428 0.341
H: -2.857 -1.287 0.863
H: -2.444 -0.735 -0.775

Force components x, y, z for each atom (eV/Å):
C 0.20 0.11 0.05
H 0.14 0.05 0.15
H 0.14 -0.11 0.03
C 0.10 0.13 0.03
H -0.07 0.09 0.04
H 0.10 0.06 -0.13
C -0.59 -0.23 -0.03
O 0.15 0.08 -0.51
H 0.17 0.18 0.06
H 0.08 0.04 -0.14
C 0.06 -0.01 0.05
C 0.23 -0.48 -0.03
H -0.03 0.08 0.08
H 0.04 -0.05 0.13
H -0.22 0.14 0.05
H -0.47 -0.07 0.17

Summary:
Relative energy (zero: lowest compared OMol25 entry of this formula, charge and spin), kJ/mol: 343.40
Orbital gap, eV: 8.94
HOMO, eV: -8.21

***

Entry 3:
The following is a quantum chemistry calculation of 8 unconnected molecules or ions with the total composition C31H59N7O11 at a distorted geometry, from the Open Molecules 2025 dataset.

CARTESIAN COORDINATES (ANGSTROEM)
O: 4.499 43.972 2.862
O: 5.574 45.828 2.286
H: 1.978 45.856 3.803
C: -0.787 42.334 2.667
C: 1.021 43.437 1.473
H: 7.918 47.813 0.255
N: 6.008 45.398 7.377
H: 11.102 44.564 3.090
H: 4.294 44.776 7.031
H: 4.140 42.992 0.238
C: 1.490 48.020 4.489
C: 6.755 45.326 6.172
H: 7.773 45.316 -1.304
C: 8.055 47.526 1.217
H: -0.860 43.405 -0.581
C: 10.436 47.609 0.516
C: 2.825 38.662 3.345
H: 5.094 40.232 4.299
H: 11.111 42.103 2.150
N: -0.442 42.854 1.470
H: 5.642 46.032 -0.674
H: 6.958 44.866 -3.081
C: 0.574 45.663 5.506
H: 0.567 44.510 5.624
N: 3.299 39.587 4.392
O: 7.354 42.822 3.147
C: 2.819 39.432 5.527
O: 2.787 44.379 -2.186
H: 4.186 42.092 -3.557
C: -0.117 48.037 6.411
H: 4.507 41.365 -0.627
H: 0.987 44.460 2.166
H: 5.622 46.060 -4.402
C: 9.916 48.788 2.635
H: 9.968 45.694 3.036
H: 1.906 38.788 2.673
C: -1.343 43.039 0.491
H: 5.658 43.074 -3.767
H: 9.039 48.807 3.281
C: 4.580 45.145 2.103
C: 3.516 46.960 -1.926
H: 4.071 41.633 4.121
C: 5.833 45.977 -1.718
C: 8.139 43.836 2.933
O: 10.038 46.961 -0.499
H: 9.289 41.523 2.309
H: 10.568 44.900 1.449
C: 4.568 45.639 7.362
O: -2.543 42.445 0.482
C: -0.298 46.543 6.430
O: -0.650 44.598 7.671
H: 3.557 38.176 2.587
H: 3.961 47.853 -1.331
H: 1.733 42.740 1.631
C: 4.179 42.533 -0.879
C: 4.182 40.619 3.764
H: 6.011 44.019 -0.168
H: -0.772 43.083 3.404
H: -1.715 41.895 2.948
C: 6.878 44.967 -1.915
C: 1.439 46.380 4.332
H: 10.740 48.401 3.092
H: 7.144 46.159 5.952
H: 7.145 43.007 -1.122
H: 0.049 41.663 2.940
C: 6.309 43.730 -1.213
H: 7.918 44.679 8.558
C: 10.334 44.788 2.495
H: 11.291 48.231 0.590
O: 3.603 45.468 1.391
C: 0.836 48.693 5.376
H: 4.139 45.478 -4.677
C: 10.033 42.347 2.710
H: 7.459 47.739 2.054
C: 6.721 45.126 8.548
C: 4.962 43.329 -1.869
H: 4.262 40.626 2.768
H: 6.195 45.027 5.479
H: 4.024 45.973 8.203
H: 3.168 42.214 -0.956
C: 5.061 42.484 -3.259
H: 2.169 38.692 5.688
H: 10.342 49.769 2.198
H: 1.154 49.748 5.312
N: 9.472 47.897 1.463
H: -0.579 48.490 7.175
H: 7.689 44.505 6.216
H: 2.940 46.269 -1.116
H: 5.115 44.106 3.336
H: 5.601 41.582 -2.841
H: 10.437 42.151 3.805
H: 7.786 44.889 2.589
H: 2.118 48.446 3.941
N: -0.921 45.821 7.566
H: 2.591 47.085 -2.693
H: 1.192 43.701 0.438
O: -1.340 46.522 8.462
H: 4.381 46.118 6.333
N: 4.107 44.582 -2.230
H: 2.360 37.759 3.659
C: 4.783 46.169 -4.014
N: 9.491 43.563 2.734
C: 4.566 45.892 -2.463
O: 6.045 45.324 9.614
H: 8.024 46.445 1.227
H: 4.721 47.335 -4.165
O: 3.199 40.228 6.471
H: 6.172 47.072 -1.780

Force components x, y, z for each atom (eV/Å):
O -13.21 -1.93 -10.53
O 2.42 0.61 0.40
H 5.59 -5.05 -5.67
C 1.05 -2.04 3.94
C -5.29 4.52 -0.38
H -1.61 1.29 -2.69
N 3.72 -0.40 3.05
H 4.07 -0.64 1.64
H -2.94 -5.89 -0.96
H 0.47 -0.57 -2.61
C -3.09 -11.39 1.18
C 3.66 -5.82 5.85
H -0.59 -0.51 -1.54
C 3.45 -2.12 2.15
H -1.25 -0.30 2.78
C -5.89 -0.84 -1.88
C -0.69 -2.07 -2.81
H 0.21 1.17 -1.31
H -2.90 1.55 0.65
N 1.87 2.30 -3.58
H -0.78 -0.37 1.30
H 0.91 -0.27 2.18
C 0.92 3.08 -2.74
H -0.03 2.34 -0.27
N -0.27 -0.81 -10.04
O 2.28 4.34 -0.35
C 2.94 6.30 7.65
O 7.55 1.08 -0.66
H -3.25 -0.45 -1.57
C 2.90 -5.04 -4.42
H 0.51 3.13 -1.06
H 0.58 -3.07 -1.77
H 8.31 -1.87 -2.43
C -2.01 0.99 -3.74
H -0.52 -0.68 -1.06
H 1.12 1.98 0.61
C -3.13 -3.67 -2.93
H 2.60 2.17 -3.76
H 0.41 0.74 0.14
C -2.37 0.67 -0.55
C -3.19 -2.52 1.47
H -0.63 0.06 0.30
C 1.32 4.38 1.27
C -1.43 -4.67 -1.33
O 2.10 0.92 1.88
H 1.43 1.65 1.25
H 0.13 0.34 -0.21
C 2.43 3.59 -2.74
O 5.40 3.46 0.30
C 3.98 1.71 -3.39
O -1.41 2.32 -0.44
H -0.29 1.55 1.52
H -0.71 -1.51 -1.70
H 2.00 -2.38 1.63
C -0.06 -2.98 5.40
C 1.60 -0.94 7.06
H 0.59 -0.19 -0.82
H 0.48 1.49 1.30
H -0.97 -0.78 -1.37
C 0.51 -0.14 -0.81
C -9.35 7.44 11.97
H 1.99 -1.61 1.56
H 3.12 6.59 -1.84
H -1.23 -0.47 -0.37
H -0.59 -0.17 0.34
C 0.24 0.81 -0.04
H -3.45 1.40 -0.51
C -3.00 -0.46 0.01
H 1.58 0.01 0.14
O -0.18 -1.21 -0.39
C -3.67 0.41 4.63
H 0.20 1.73 1.08
C 3.80 -6.55 1.10
H -1.11 1.21 0.57
C -2.96 0.71 2.59
C -0.63 -1.65 -0.75
H -0.15 -0.71 -3.66
H -4.49 -2.55 -5.99
H 0.15 0.64 0.82
H -1.20 0.72 -1.36
C 1.67 -1.52 6.92
H -2.61 -3.16 0.61
H -1.46 -1.00 0.91
H -1.10 -0.26 1.00
N 2.46 0.90 1.21
H -1.57 2.20 2.43
H -2.51 2.02 0.16
H 1.37 2.20 -1.20
H 13.47 1.70 10.51
H -0.07 1.00 -0.81
H -1.10 -0.65 -1.73
H 0.40 -1.59 1.27
H 5.20 3.49 -4.91
N 2.64 -0.92 0.78
H 2.68 0.44 1.60
H -0.04 0.69 -0.21
O -0.89 -0.39 -0.22
H 0.05 0.77 1.86
N -7.95 -3.32 1.08
H 0.25 -1.04 1.91
C -8.00 1.90 1.84
N -3.32 7.28 -1.17
C -0.23 2.63 -1.40
O 3.19 -1.07 -2.37
H -0.08 -0.50 -0.33
H -0.97 -2.31 0.25
O -1.46 -2.24 -1.86
H -0.09 -1.38 -0.81

Summary:
Relative energy (zero: lowest compared OMol25 entry of this formula, charge and spin), kJ/mol: 637.57
Orbital gap, eV: 4.11
HOMO, eV: -8.37

***

Entry 4:
The following is a quantum chemistry calculation of 2 unconnected molecules or ions with the total composition C4H4O at a distorted geometry, from the Open Molecules 2025 dataset.

CARTESIAN COORDINATES (ANGSTROEM)
H: -1.332 1.004 -0.865
C: -0.153 0.854 0.799
C: 0.468 2.136 1.199
H: -1.320 1.080 2.236
H: 0.338 0.306 -1.220
C: 0.381 3.403 1.021
H: -1.052 -0.675 -0.476
C: -0.589 0.264 -0.491
O: 1.046 0.946 1.373

Force components x, y, z for each atom (eV/Å):
H 0.43 -0.61 0.01
C -4.03 0.94 3.55
C -0.41 1.50 -1.45
H 1.87 -1.13 -3.04
H -1.80 -0.27 1.34
C -0.02 0.24 0.10
H -0.28 -1.41 0.41
C 1.95 2.88 -1.67
O 2.29 -2.14 0.75

Summary:
Relative energy (zero: lowest compared OMol25 entry of this formula, charge and spin), kJ/mol: 834.14
Orbital gap, eV: 8.81
HOMO, eV: -9.75